{"formula": "C48H66N12O14P2", "method": "the ωB97M-V functional and the def2-TZVPD basis", "symbols": ["C", "C", "C", "C", "C", "C", "N", "O", "O", "H", "H", "H", "H", "H", "C", "C", "C", "C", "C", "C", "N", "O", "O", "H", "H", "H", "H", "H", "C", "C", "C", "C", "C", "C", "N", "O", "O", "H", "H", "H", "H", "H", "C", "C", "C", "C", "C", "C", "N", "O", "O", "H", "H", "H", "H", "H", "C", "C", "C", "C", "C", "C", "N", "O", "O", "H", "H", "H", "H", "H", "C", "C", "C", "C", "C", "C", "N", "O", "O", "H", "H", "H", "H", "H", "O", "P", "N", "C", "C", "N", "C", "C", "N", "C", "C", "H", "H", "H", "H", "H", "H", "H", "H", "H", "H", "H", "H", "H", "H", "H", "H", "H", "H", "O", "P", "N", "C", "C", "N", "C", "C", "N", "C", "C", "H", "H", "H", "H", "H", "H", "H", "H", "H", "H", "H", "H", "H", "H", "H", "H", "H", "H"], "positions_angstrom": [[-7.0240, -1.3623, -4.2650], [-7.4904, -0.9805, -3.0020], [-8.2968, -1.7670, -2.2082], [-8.7902, -3.0006, -2.7302], [-8.3839, -3.3783, -3.9977], [-7.4656, -2.5898, -4.7388], [-9.7131, -3.7545, -1.8800], [-10.5250, -4.4787, -2.4414], [-9.6292, -3.7273, -0.6024], [-6.3699, -0.7276, -4.8444], [-7.1608, -0.0394, -2.5872], [-8.5879, -1.3677, -1.2479], [-8.6870, -4.2875, -4.4956], [-7.0578, -2.9005, -5.6894], [-4.5233, -8.3174, 0.3312], [-3.3537, -8.9799, 0.4095], [-2.2731, -8.5800, -0.3725], [-2.4043, -7.5476, -1.2817], [-3.6560, -6.9726, -1.4588], [-4.7192, -7.3189, -0.6457], [-1.3404, -7.0804, -2.1241], [-1.5366, -6.1893, -2.9696], [-0.2342, -7.6219, -1.9047], [-5.3541, -8.4719, 1.0037], [-3.2581, -9.8137, 1.0893], [-1.3468, -9.0734, -0.1176], [-3.7408, -6.2744, -2.2784], [-5.6804, -6.8720, -0.8524], [3.4051, 7.0965, -9.3076], [2.8658, 6.6195, -8.0877], [1.5342, 6.2033, -8.0480], [0.7349, 6.2696, -9.2006], [1.2508, 6.8158, -10.3216], [2.6140, 7.1808, -10.4023], [-0.7455, 5.9486, -9.1211], [-1.4961, 6.4361, -9.9842], [-1.1223, 5.4380, -8.0455], [4.4094, 7.4931, -9.2865], [3.4523, 6.5173, -7.1866], [1.1903, 5.9725, -7.0506], [0.5291, 6.9026, -11.1204], [3.0227, 7.5769, -11.3202], [6.4410, -2.7012, -1.7713], [7.7388, -2.8456, -2.2887], [8.5018, -1.7125, -2.4524], [7.9380, -0.4342, -2.1751], [6.6231, -0.3258, -1.6584], [5.8451, -1.4375, -1.4375], [8.6621, 0.8348, -2.4828], [8.1220, 1.8762, -2.4473], [9.9039, 0.7556, -2.5107], [5.9069, -3.5843, -1.4529], [8.1141, -3.8398, -2.4814], [9.4784, -1.8488, -2.8931], [6.2156, 0.6515, -1.4459], [4.8760, -1.2995, -0.9811], [-0.9008, 0.3091, -1.2672], [0.2432, 1.1152, -1.2032], [0.9957, 1.4732, -2.2972], [0.7134, 0.9932, -3.5172], [-0.3785, 0.1030, -3.6666], [-1.1565, -0.2737, -2.5404], [1.6571, 1.2614, -4.5895], [1.4793, 0.8733, -5.7302], [2.6852, 1.9351, -4.3466], [-1.4713, -0.1087, -0.4508], [0.4830, 1.5288, -0.2348], [1.8020, 2.1886, -2.2307], [-0.6577, -0.3447, -4.6089], [-1.9961, -0.9486, -2.6169], [8.6079, 3.3214, 7.3633], [8.7193, 4.2548, 6.3244], [7.9170, 4.0977, 5.1800], [7.0147, 3.0612, 5.0039], [6.9216, 2.1651, 6.1019], [7.7478, 2.2475, 7.2007], [6.0938, 3.0403, 3.8234], [5.3423, 2.1069, 3.6180], [6.0320, 4.0457, 3.1627], [9.2576, 3.4005, 8.2224], [9.3689, 5.1170, 6.3578], [8.0586, 4.8831, 4.4524], [6.1672, 1.3984, 6.1987], [7.6243, 1.5264, 7.9952], [-5.3769, 4.7272, -0.0666], [-4.5775, 5.9107, 0.3450], [-3.1253, 6.0309, -0.5603], [-2.0983, 7.0204, -0.2939], [-3.1824, 5.5151, -1.9645], [-4.1496, 6.1086, 2.0342], [-3.1344, 5.2515, 2.6058], [-5.2017, 6.4806, 2.9217], [-5.3286, 7.4253, -0.1562], [-6.0875, 7.6399, -1.4537], [-4.6673, 8.6442, 0.3106], [-1.1596, 6.4664, -0.2950], [-2.1974, 7.5256, 0.6669], [-2.0410, 7.7889, -1.0647], [-2.2679, 5.0362, -2.3144], [-3.4258, 6.3333, -2.6422], [-3.9593, 4.7687, -2.1302], [-3.3622, 4.1858, 2.6301], [-2.1441, 5.4178, 2.1817], [-3.0483, 5.5256, 3.6572], [-5.9392, 5.6788, 2.8846], [-4.8489, 6.7424, 3.9192], [-5.7620, 7.3914, 2.7104], [-5.4519, 7.7578, -2.3314], [-6.7308, 6.7687, -1.5772], [-6.7389, 8.5068, -1.3439], [-5.3267, 9.5098, 0.2465], [-3.9572, 8.9537, -0.4562], [-4.1803, 8.4472, 1.2657], [2.2148, -4.0614, 5.5745], [1.7212, -5.4681, 5.6334], [1.9922, -6.2361, 7.1256], [3.4675, -6.3367, 7.4972], [1.1346, -6.0079, 8.3190], [2.4633, -6.4927, 4.5448], [3.1646, -5.9858, 3.3796], [2.2437, -7.9429, 4.3740], [0.1064, -5.7761, 5.1909], [-0.5183, -4.8250, 4.2313], [-0.5788, -6.9909, 5.5308], [3.8624, -5.3305, 7.6373], [4.0506, -6.8176, 6.7118], [3.6153, -6.8289, 8.4584], [0.9174, -4.9566, 8.5080], [1.5621, -6.5481, 9.1637], [0.2021, -6.5636, 8.2202], [2.4728, -6.1811, 2.5602], [3.3077, -4.9216, 3.5668], [4.0775, -6.5591, 3.2184], [3.0982, -8.4464, 3.9219], [2.0917, -8.4913, 5.3036], [1.3806, -8.0424, 3.7158], [-1.0799, -5.4824, 3.5676], [-1.0673, -4.0837, 4.8120], [0.1038, -4.1914, 3.5991], [-1.3178, -7.2320, 4.7667], [-1.0888, -6.8143, 6.4779], [0.0918, -7.8003, 5.8192]], "forces_ev_per_a": [[-0.9, -0.7, 0.8], [0.6, 0.5, 0.0], [-0.5, -0.8, -0.7], [1.0, 2.2, 0.8], [0.6, -0.2, -0.9], [-0.2, 0.3, 0.6], [-0.8, -1.9, 2.5], [0.7, 0.8, 0.0], [0.3, 0.7, -3.6], [0.0, 0.0, 0.0], [0.0, 0.2, 0.0], [-0.1, -0.4, 0.1], [-0.3, -0.2, 0.4], [-0.4, -0.4, -0.1], [-2.2, 1.8, -0.7], [1.0, -0.4, 0.0], [0.7, -0.4, 0.7], [-1.6, -0.3, 0.4], [-0.1, 0.2, -0.3], [0.7, -0.5, -0.2], [2.6, 0.1, -0.7], [0.2, -1.6, 1.5], [-1.7, 1.1, -0.7], [0.0, -0.5, 0.1], [0.2, 0.1, 0.1], [0.3, 0.2, -0.6], [-0.2, 0.2, 0.1], [-0.1, 0.0, 0.4], [0.3, -0.2, 2.1], [-0.8, -0.3, -1.2], [0.6, 0.2, 0.6], [-0.1, -0.2, 1.7], [0.2, -0.1, -1.4], [-1.3, 0.1, -0.9], [-0.7, 1.5, 1.5], [1.4, -1.5, 1.3], [0.5, 0.5, -2.5], [0.2, -0.2, -0.3], [0.1, 0.2, 0.0], [-0.6, -0.5, -0.3], [0.4, 0.2, -0.5], [-0.2, 0.0, -0.1], [-0.7, 0.8, 1.0], [-1.6, 0.6, 1.0], [0.0, 1.5, -0.6], [-1.0, -1.2, -0.4], [1.1, 0.7, -0.7], [1.9, -1.6, -0.6], [3.5, -2.2, 1.9], [-2.4, 2.0, -0.5], [-1.0, -0.7, -0.7], [-0.2, -0.2, -0.4], [0.1, 0.1, -0.1], [0.2, 0.5, 0.1], [0.2, 0.2, -0.1], [-0.1, -0.4, -0.1], [1.3, -1.2, -2.4], [-1.4, 0.1, 1.6], [0.7, 1.2, 1.2], [-1.6, -2.1, -1.0], [-0.4, -0.3, 0.7], [0.8, 1.6, 0.1], [2.5, 1.7, -1.7], [-1.2, -0.6, 0.7], [-1.7, -0.9, 0.8], [0.1, 0.6, 0.4], [0.3, 0.1, 0.0], [0.2, -0.2, 0.3], [0.4, 0.1, -0.2], [0.1, -0.1, -0.4], [0.8, 0.5, -1.0], [-1.0, -1.0, -0.1], [0.6, 0.9, -0.3], [0.3, -0.5, 1.9], [-0.8, -0.3, -1.1], [-0.1, 0.7, 0.3], [-0.9, 0.1, 0.5], [0.7, -0.7, 0.8], [0.8, 0.9, -0.3], [-0.1, 0.0, 0.2], [0.1, -0.1, 0.2], [-0.3, -0.2, -0.4], [-0.1, -0.1, -0.8], [0.0, -0.1, 0.0], [0.5, 0.8, 0.6], [0.2, 1.7, -1.6], [-0.9, -1.5, 0.4], [0.4, -0.6, -0.2], [-0.3, 0.4, 0.6], [0.5, 0.8, -3.1], [0.4, 0.0, 0.6], [-1.5, 0.1, 0.4], [-0.7, -0.4, 0.8], [0.4, -1.3, 1.8], [0.0, -0.3, -1.4], [0.4, 0.3, 0.0], [-0.2, -0.3, 0.0], [-0.1, 0.1, -0.2], [0.4, 0.2, 0.4], [0.2, 0.2, -0.2], [-0.1, 0.1, 0.6], [-0.2, -0.2, -0.4], [-0.1, -0.1, -0.3], [0.1, 0.1, 0.1], [-0.3, 0.0, 0.9], [0.3, -0.8, 0.1], [0.2, 0.1, -1.0], [0.2, 0.1, 0.0], [0.1, 0.0, -0.2], [0.2, 0.1, 0.1], [-0.6, -0.2, 0.9], [0.8, -0.1, 0.1], [-0.2, 0.6, -0.1], [-0.8, -1.1, -0.5], [-0.3, -1.1, 0.0], [0.7, -0.5, 0.4], [-1.0, 0.9, -0.4], [-0.1, -0.7, -0.9], [2.1, -1.0, 0.6], [-0.9, 0.2, 0.7], [-0.5, 0.8, 0.5], [1.7, 2.0, 0.1], [-0.1, -0.6, 1.0], [-0.4, 0.5, 1.2], [0.2, 0.2, -0.1], [-0.2, -0.1, 0.0], [-0.4, -0.4, -0.2], [0.2, 0.0, 0.3], [0.4, 0.6, 0.1], [-0.3, 0.3, -0.4], [0.3, 0.4, -0.7], [0.4, 0.0, -0.5], [0.2, 0.3, 0.0], [0.2, 0.4, -0.2], [-0.3, 0.3, 0.1], [-0.1, -0.5, -0.1], [-0.6, 0.6, 0.0], [-0.8, -0.2, -0.3], [0.9, -0.6, 0.2], [0.2, -0.4, 0.0], [-0.8, -0.1, 0.0], [0.1, -0.1, -0.7]], "lowdin_charge": [-0.0635, -0.0795, 0.0011, -0.1419, -0.0008, -0.0643, -0.3133, 0.0773, 0.0331, 0.1078, 0.1069, 0.1175, 0.1158, 0.1038, -0.0774, -0.0823, 0.0069, -0.1672, -0.0077, -0.0441, -0.3168, 0.0639, 0.0588, 0.1098, 0.1121, 0.1195, 0.1164, 0.1078, -0.0809, -0.0505, -0.0072, -0.1420, -0.0139, -0.0683, -0.2978, 0.0574, 0.0531, 0.1067, 0.1053, 0.1134, 0.1173, 0.1075, -0.0551, -0.0798, -0.0093, -0.1017, -0.0209, -0.0517, -0.3649, 0.1067, 0.0404, 0.0962, 0.1062, 0.1143, 0.1146, 0.1051, -0.0445, -0.0666, -0.0338, -0.1635, 0.0204, -0.0537, -0.3247, 0.0826, 0.0395, 0.1041, 0.1060, 0.1250, 0.1111, 0.0979, -0.0680, -0.0557, -0.0196, -0.1067, -0.0085, -0.0867, -0.3563, 0.0765, 0.0782, 0.1043, 0.1041, 0.1143, 0.1161, 0.1080, -0.3140, 0.6435, -0.3012, -0.1473, -0.0973, -0.3210, -0.1164, -0.1473, -0.2943, -0.0828, -0.1569, 0.0781, 0.0686, 0.0760, 0.0748, 0.0678, 0.0699, 0.0842, 0.0738, 0.0787, 0.0879, 0.0868, 0.0741, 0.0668, 0.0733, 0.0727, 0.0760, 0.0630, 0.0623, -0.2961, 0.5430, -0.2866, -0.0899, -0.1022, -0.3262, -0.1118, -0.1135, -0.3079, -0.0854, -0.1372, 0.0731, 0.0682, 0.0703, 0.0842, 0.0753, 0.0549, 0.0787, 0.0737, 0.0777, 0.0776, 0.0708, 0.0775, 0.0737, 0.0769, 0.0740, 0.0838, 0.0620, 0.0619], "energy_ha": -4261.1482, "homo_ev": -7.9962, "gap_ev": 7.057, "smiles": "CN(C)P(=O)(N(C)C)N(C)C.CN(C)P(=O)(N(C)C)N(C)C.O=[N+]([O-])c1ccccc1.O=[N+]([O-])c1ccccc1.O=[N+]([O-])c1ccccc1.O=[N+]([O-])c1ccccc1.O=[N+]([O-])c1ccccc1.O=[N+]([O-])c1ccccc1", "lumo_energy_ev": -0.939}